1.
An isolated ion of composition C3H3N2O3PS and charge -2 at a distorted geometry. Source: the OMol25 dataset; level of theory: ωB97M-V with the def2-TZVPD basis set.

Geometry as XYZ:
```
13
Properties=species:S:1:pos:R:3:forces:R:3:nbo_charge:R:1
N -2.970 -0.982 -0.240 -0.658 -0.091 -0.155 -0.85
C -1.649 -0.518 -0.119 2.622 0.434 0.284 0.09
N -1.373 0.750 -0.164 -1.193 1.076 0.125 -0.53
C -0.073 1.083 -0.009 1.946 -4.985 0.446 -0.12
C 0.838 -0.042 0.145 -2.248 1.843 -0.457 -0.54
P 2.742 0.076 0.076 0.412 -1.309 0.204 2.38
O 2.895 0.095 -1.443 0.104 0.480 0.436 -1.23
O 2.869 1.359 0.880 0.338 0.059 -0.374 -1.24
O 3.339 -1.196 0.720 -0.769 1.029 -0.251 -1.25
S -0.165 -1.437 0.069 -0.461 -0.090 -0.027 0.36
H -3.389 -0.163 -0.682 -0.445 -0.339 0.117 0.36
H -3.390 -1.058 0.689 0.074 -0.016 -0.230 0.34
H 0.327 2.032 0.078 0.278 1.909 -0.119 0.21
```
Positions in Å, forces in eV/Å.

The LUMO energy is 5.62 eV. The calculation puts the largest force on an atom at 5.4 eV/Å. The SMILES is Nc1ncc(P(=O)([O-])[O-])s1. As for the HOMO energy: 0.37 eV. The charge is -2. The value obtained for the total energy is -1190.95926 Eh.

---

2.
An isolated ion of composition C3H3N2S and charge -1 at a distorted geometry. Source: the OMol25 dataset; level of theory: ωB97M-V with the def2-TZVPD basis set.

Geometry as XYZ:
```
9
Properties=species:S:1:pos:R:3:forces:R:3:nbo_charge:R:1
C -1.026 -0.241 0.069 -1.045 -2.198 -1.197 -0.51
C -0.702 1.132 -0.044 -1.535 1.329 0.159 -0.05
C 0.193 -0.977 0.072 0.321 3.651 0.599 0.01
N 0.508 1.529 0.103 1.297 -2.512 -0.133 -0.33
N 1.309 -0.275 0.188 -3.669 3.372 -0.293 -0.44
S 2.912 -0.392 0.025 1.288 -0.543 -0.022 -0.26
H -2.040 -0.763 -0.162 1.961 1.269 0.530 0.20
H -1.519 1.966 -0.234 1.512 -1.605 0.498 0.18
H 0.366 -1.979 -0.015 -0.131 -2.762 -0.142 0.19
```
Positions in Å, forces in eV/Å.

The LUMO energy is 4.13 eV. The calculation puts the largest force on an atom at 5.0 eV/Å. As for the HOMO energy: -2.28 eV. The charge is -1. The value obtained for the total energy is -623.73734 Eh.

---

3.
An isolated ion of composition C3H3N2S and charge -1 at a distorted geometry. Source: the OMol25 dataset; level of theory: ωB97M-V with the def2-TZVPD basis set.

Geometry as XYZ:
```
9
Properties=species:S:1:pos:R:3:forces:R:3:nbo_charge:R:1
C 0.499 0.608 0.607 -0.049 -0.323 0.289 -0.06
C -0.214 1.057 -0.534 -0.008 0.477 -0.558 -0.17
C -0.974 -1.054 -0.829 0.402 0.567 1.647 0.06
N 0.478 -0.656 0.858 -1.285 0.266 -2.475 -0.57
N -0.818 0.122 -1.237 -0.165 0.198 -0.117 -0.42
S 1.078 -1.545 2.083 0.604 -0.615 1.304 -0.34
H 1.024 1.346 1.211 0.044 -0.179 0.242 0.16
H -0.283 2.097 -0.817 0.004 -0.027 -0.086 0.17
H -0.789 -1.974 -1.342 0.453 -0.365 -0.246 0.16
```
Positions in Å, forces in eV/Å.

The LUMO energy is 4.17 eV. The calculation puts the largest force on an atom at 2.8 eV/Å. As for the HOMO energy: -2.21 eV. The charge is -1. The value obtained for the total energy is -623.73766 Eh.

---

4.
A 2-piece molecular cluster, C3H3N2S2 overall at a distorted geometry. Source: the OMol25 dataset; level of theory: ωB97M-V with the def2-TZVPD basis set.

Geometry as XYZ:
```
10
Properties=species:S:1:pos:R:3:forces:R:3:nbo_charge:R:1
C -0.341 1.255 2.967 -1.204 1.717 1.790 0.30
C -2.795 -0.238 0.548 -1.076 -0.022 0.266 -0.30
C -0.319 0.631 0.583 0.152 -0.480 -1.569 0.43
N -0.134 0.741 1.888 0.139 0.342 -0.419 -0.55
N 0.281 -0.371 -0.024 -1.174 0.537 -1.577 -0.66
S -4.257 -0.199 0.961 0.590 -0.076 -0.190 0.35
S -0.694 1.950 4.343 0.789 -1.304 -2.091 0.29
H -0.890 1.302 -0.201 0.994 -0.863 2.469 0.28
H -0.085 -0.606 -0.958 0.627 0.333 0.535 0.43
H 0.879 -1.064 0.376 0.163 -0.183 0.787 0.44
```
Positions in Å, forces in eV/Å.

The LUMO energy is -5.37 eV. The calculation puts the largest force on an atom at 2.8 eV/Å. As for the HOMO energy: -14.42 eV. The charge is +1. The value obtained for the total energy is -1021.64161 Eh.

---

5.
C3H3N3 as an isolated structure at a distorted geometry. Source: the OMol25 dataset; level of theory: ωB97M-V with the def2-TZVPD basis set.

Geometry as XYZ:
```
9
Properties=species:S:1:pos:R:3:forces:R:3:nbo_charge:R:1
C -1.863 -0.540 -0.115 -4.808 -1.654 3.220 -0.02
C 1.137 0.830 -0.104 2.572 -1.374 1.343 -0.02
C 1.893 -0.347 0.083 11.890 -4.209 -2.641 0.20
H -2.728 -1.503 0.267 3.338 2.349 -2.013 0.20
H -2.369 0.400 0.095 -0.065 0.293 -0.673 0.17
H 1.559 1.760 0.023 1.559 1.880 -0.101 0.23
N -0.630 -0.583 -0.112 2.550 0.758 0.143 -0.32
N -0.058 0.812 -0.035 -7.646 -1.129 -1.135 -0.21
N 3.059 -0.829 -0.100 -9.389 3.085 1.858 -0.23
```
Positions in Å, forces in eV/Å.

The LUMO energy is -0.41 eV. The calculation puts the largest force on an atom at 12.9 eV/Å. As for the HOMO energy: -10.24 eV. The value obtained for the total energy is -280.19800 Eh.

---

6.
One molecule with the formula C3H3N3 at a distorted geometry. Source: the OMol25 dataset; level of theory: ωB97M-V with the def2-TZVPD basis set.

Geometry as XYZ:
```
9
Properties=species:S:1:pos:R:3:forces:R:3:nbo_charge:R:1
N 2.713 -0.899 -0.324 -1.726 0.611 0.384 -0.24
C 1.656 -0.487 -0.076 0.587 0.791 -0.347 0.24
C 0.283 -0.007 0.295 -0.432 1.307 -0.170 -0.07
N -0.706 -0.831 -0.257 -0.014 -0.210 0.278 -0.77
C -0.437 1.623 0.125 -0.748 -1.684 -0.320 0.18
N -1.543 2.015 0.168 2.353 -0.043 -0.037 -0.38
H 0.223 0.092 1.370 0.119 -0.568 0.232 0.25
H -1.594 -0.383 -0.081 -0.251 -0.506 -0.253 0.40
H -0.595 -1.123 -1.222 0.111 0.302 0.233 0.39
```
Positions in Å, forces in eV/Å.

The LUMO energy is -0.65 eV. The calculation puts the largest force on an atom at 2.4 eV/Å. The SMILES is N#CC(N)C#N. As for the HOMO energy: -10.93 eV. The value obtained for the total energy is -280.28929 Eh.

---

7.
One molecule with the formula C3H3N3O at a distorted geometry. Source: the OMol25 dataset; level of theory: ωB97M-V with the def2-TZVPD basis set.

Geometry as XYZ:
```
10
Properties=species:S:1:pos:R:3:forces:R:3:nbo_charge:R:1
N 0.447 -1.415 1.400 1.098 0.555 0.170 -0.36
C 0.973 -0.440 1.039 -0.494 -0.540 0.837 0.42
N 1.125 0.830 0.654 0.153 -0.066 -0.034 -0.50
N -0.037 1.455 0.163 -0.420 -0.276 -0.232 -0.17
C -0.914 0.644 -0.287 0.258 0.278 -0.169 -0.03
C -0.641 -0.788 -0.727 0.219 0.117 -0.697 0.37
O 0.354 -1.003 -1.380 -0.830 -0.072 -0.200 -0.50
H 1.988 1.194 0.269 -0.160 -0.152 0.266 0.43
H -1.873 1.072 -0.571 0.087 0.031 0.016 0.21
H -1.422 -1.550 -0.561 0.090 0.124 0.044 0.16
```
Positions in Å, forces in eV/Å.

The LUMO energy is -0.31 eV. The calculation puts the largest force on an atom at 1.2 eV/Å. The SMILES is N#CN/N=C\C=O. As for the HOMO energy: -9.91 eV. The value obtained for the total energy is -355.51429 Eh.

---

8.
One molecule with the formula C3H3N3O at a distorted geometry. Source: the OMol25 dataset; level of theory: ωB97M-V with the def2-TZVPD basis set.

Geometry as XYZ:
```
10
Properties=species:S:1:pos:R:3:forces:R:3:nbo_charge:R:1
O -1.452 -0.876 0.764 0.430 -0.934 -0.480 -0.39
C -1.509 1.222 0.658 0.190 0.979 -0.956 0.35
N -0.274 -1.075 1.117 0.169 0.036 0.167 0.16
N 0.855 -0.834 0.569 -0.155 0.179 0.277 -0.26
C 0.995 -0.102 -0.583 -0.192 0.040 -0.178 -0.09
C 0.138 0.814 -1.107 0.155 -0.145 0.077 -0.03
N -0.924 1.253 -0.387 -0.296 0.191 0.993 -0.55
H -0.157 -1.500 2.038 0.055 -0.080 0.031 0.37
H 1.988 -0.211 -1.016 -0.347 -0.142 -0.105 0.22
H 0.340 1.308 -2.053 -0.009 -0.123 0.173 0.22
```
Positions in Å, forces in eV/Å.

The LUMO energy is -0.40 eV. The calculation puts the largest force on an atom at 1.4 eV/Å. As for the HOMO energy: -9.48 eV. The value obtained for the total energy is -355.44768 Eh.

---

9.
A 2-piece molecular cluster, C3H3N3O overall at a distorted geometry. Source: the OMol25 dataset; level of theory: ωB97M-V with the def2-TZVPD basis set.

Geometry as XYZ:
```
10
Properties=species:S:1:pos:R:3:forces:R:3:nbo_charge:R:1
O -0.300 3.489 -0.642 0.778 -0.673 0.602 -0.48
C 0.409 2.805 -0.084 -0.763 0.965 -0.629 0.49
N -0.516 0.234 -0.393 -0.106 -0.299 -0.033 -0.30
C -1.037 -0.962 -0.581 -0.133 0.073 -0.099 0.13
N -0.367 -1.983 0.016 0.090 0.182 0.038 -0.48
C 0.631 -1.359 0.608 0.023 -0.017 0.022 0.17
N 0.555 -0.040 0.373 0.140 -0.027 0.101 -0.36
H 1.146 0.724 0.671 -0.076 -0.227 -0.021 0.43
H -1.933 -1.097 -1.171 0.144 -0.020 0.097 0.20
H 1.411 -1.810 1.204 -0.097 0.044 -0.077 0.21
```
Positions in Å, forces in eV/Å.

The LUMO energy is 0.89 eV. The calculation puts the largest force on an atom at 1.4 eV/Å. As for the HOMO energy: -10.23 eV. The value obtained for the total energy is -355.61427 Eh.

---

10.
One molecule with the formula C3H3N3O. Source: the OMol25 dataset; level of theory: ωB97M-V with the def2-TZVPD basis set.

Geometry as XYZ:
```
10
Properties=species:S:1:pos:R:3:forces:R:3:nbo_charge:R:1
O 2.200 -1.206 -0.292 -0.617 -0.186 -0.181 -0.53
C 1.237 -0.547 -0.050 0.746 -0.343 -0.051 0.75
N 1.040 0.827 -0.083 0.495 -0.214 0.102 -0.51
N -0.124 0.682 0.763 -0.280 -0.230 -0.043 -0.10
C -1.265 0.584 -0.099 -0.121 0.054 -0.419 -0.08
C -1.243 -0.744 -0.129 -0.180 0.005 -0.261 -0.07
N -0.016 -0.848 0.649 0.051 0.775 0.512 -0.31
H 1.798 1.374 0.304 -0.059 0.165 0.034 0.40
H -1.701 1.407 -0.638 -0.447 0.027 0.365 0.22
H -1.927 -1.529 -0.424 0.411 -0.053 -0.058 0.23
```
Positions in Å, forces in eV/Å.

The LUMO energy is 1.00 eV. The calculation puts the largest force on an atom at 0.9 eV/Å. The SMILES is O=c1[nH]n2ccn12. As for the HOMO energy: -9.61 eV. The value obtained for the total energy is -355.48140 Eh.